Record 1
DFT (ωB97M-V/def2-TZVPD) results for a molecular structure, C31H26F5In2O3 in a non-equilibrium geometry.

Structure (XYZ):
```
67
Properties=species:S:1:pos:R:3:forces:R:3:mulliken_charge:R:1
In -5.191 2.608 1.699 0.3 0.1 0.1 0.99
In -0.362 3.843 4.793 0.0 -0.3 0.0 1.02
O -0.730 0.237 1.011 0.8 -0.1 0.6 0.04
C -1.311 1.245 1.748 -1.4 1.5 1.9 0.22
O -0.716 1.667 2.778 0.4 -0.5 -1.0 -0.61
O -2.447 1.606 1.364 0.0 -0.3 -0.4 -0.56
H 0.061 0.036 1.545 0.0 0.0 -0.3 -0.10
F 0.850 4.032 1.624 -0.1 0.1 -0.3 -0.15
C 1.523 4.465 0.581 0.7 0.0 -0.2 0.75
C 2.929 4.294 0.612 0.3 0.3 0.3 -0.21
C 3.667 4.886 -0.378 -0.9 -0.8 0.1 -0.71
C 2.961 5.497 -1.449 1.2 0.9 -0.4 -0.25
C 1.552 5.692 -1.495 0.4 -1.1 0.5 -0.65
C 0.846 5.120 -0.473 -0.9 0.6 0.4 -0.34
H 3.379 3.815 1.474 0.0 0.0 0.0 0.53
H 4.746 4.819 -0.374 0.0 0.2 -0.1 0.48
H 3.606 5.933 -2.209 -0.3 0.0 -0.2 0.49
H 1.084 6.204 -2.324 0.0 0.2 0.1 0.50
H -0.217 5.283 -0.333 0.0 -0.1 -0.3 0.47
F -3.970 0.791 -0.715 0.2 -0.2 -0.2 -0.20
C -3.674 -0.325 -1.315 -0.6 -1.2 -0.9 0.03
C -2.299 -0.701 -1.499 0.1 0.5 1.0 0.45
C -1.983 -1.861 -2.153 -0.7 -0.1 -0.1 -0.55
C -3.042 -2.678 -2.611 0.5 -1.0 0.7 -0.51
C -4.406 -2.342 -2.382 -0.7 1.2 0.1 -0.64
C -4.711 -1.128 -1.819 -0.1 0.7 0.3 -0.61
H -1.607 -0.011 -1.026 0.3 -0.3 -0.3 0.50
H -0.955 -2.176 -2.253 0.0 0.0 -0.2 0.59
H -2.858 -3.635 -3.090 0.3 0.2 -0.2 0.62
H -5.248 -2.989 -2.597 0.3 -0.2 -0.6 0.62
H -5.725 -0.786 -1.639 -0.1 -0.2 -0.2 0.56
F 2.454 1.599 -4.041 -0.3 0.7 -0.1 -0.21
C 2.315 0.526 -3.332 0.8 -0.8 0.0 0.35
C 1.531 0.524 -2.176 -1.0 0.2 0.6 -0.53
C 1.477 -0.608 -1.390 0.9 0.0 -0.9 -0.21
C 2.200 -1.745 -1.827 -0.1 -0.1 1.1 -0.74
C 2.972 -1.760 -2.993 -0.3 0.3 -0.2 -0.64
C 3.083 -0.599 -3.721 0.4 -0.1 0.4 -0.44
H 0.941 1.389 -1.898 0.2 0.2 -0.2 0.58
H 0.982 -0.589 -0.429 -0.1 -0.1 -0.2 1.04
H 2.270 -2.565 -1.117 -0.1 -0.3 -0.4 0.54
H 3.504 -2.646 -3.315 0.1 0.0 0.2 0.48
H 3.887 -0.490 -4.442 -0.4 0.0 -0.4 0.48
F -2.957 -5.716 -0.637 0.3 -0.4 -0.4 -0.19
C -2.988 -4.541 -0.161 0.5 -0.1 0.7 0.52
C -1.823 -4.008 0.474 0.8 0.8 -0.3 -0.64
C -1.908 -2.769 1.028 -0.7 -0.8 0.5 -0.42
C -3.194 -2.140 1.089 -1.4 0.7 -1.5 -0.42
C -4.369 -2.709 0.491 1.3 0.9 0.8 -0.24
C -4.261 -3.896 -0.154 -0.3 0.0 -0.5 -0.66
H -0.851 -4.484 0.437 -0.3 -0.5 -0.1 0.56
H -1.089 -2.288 1.539 0.2 -0.1 -0.2 0.58
H -3.285 -1.129 1.472 0.2 -0.1 0.4 0.55
H -5.242 -2.079 0.405 -0.2 -0.5 0.5 0.78
H -5.057 -4.420 -0.673 -0.2 0.1 0.2 0.66
F 2.728 2.084 3.808 -0.1 0.1 -0.2 -0.31
C 2.767 0.799 3.488 0.0 -0.3 0.3 0.82
C 2.456 -0.141 4.481 -0.1 0.5 -0.1 -0.51
C 2.505 -1.478 4.179 0.2 0.1 0.4 -0.51
C 2.838 -1.899 2.878 0.0 0.2 0.1 -0.67
C 3.114 -0.942 1.894 -0.3 -0.2 0.4 -0.60
C 3.119 0.412 2.198 -0.1 -0.9 -1.3 -0.45
H 2.191 0.242 5.459 0.1 -0.2 0.1 0.51
H 2.368 -2.185 4.988 -0.1 -0.1 -0.2 0.49
H 2.905 -2.959 2.669 0.1 0.0 -0.1 0.54
H 3.308 -1.271 0.882 0.2 0.1 0.0 0.67
H 3.359 1.040 1.350 0.0 0.6 0.5 0.47
```
Positions in Å, forces in eV/Å.

**LUMO energy**: -17.998 eV
**Molar mass**: 771.17 g mol⁻¹
**Kohn-Sham gap**: 2.34 eV
**Total charge**: +5
**Max |F|**: 2.83 eV/Å
**E_HOMO**: -20.34 eV

Record 2
DFT (ωB97M-V/def2-TZVPD) results for a molecular structure, C31H27As2Cl3N4O7SV in a non-equilibrium geometry.

Structure (XYZ):
```
76
Properties=species:S:1:pos:R:3:forces:R:3:mulliken_charge:R:1
V 9.477 8.688 13.030 0.4 0.1 0.6 1.16
O 4.439 7.591 17.843 1.2 0.6 0.4 -0.52
N 5.360 8.253 18.324 -0.3 0.4 0.2 0.91
O 5.434 8.612 19.491 -0.1 -0.3 -0.8 -0.57
C 6.433 8.750 17.397 -0.3 -0.2 -0.2 0.31
C 6.810 10.065 17.467 -0.5 -2.5 -0.9 -1.38
C 7.645 10.583 16.440 0.1 0.6 0.5 1.47
C 8.032 11.941 16.461 -0.3 -0.7 -0.1 -0.84
C 8.838 12.403 15.469 0.0 0.3 -0.8 -1.15
C 9.157 11.528 14.407 0.7 0.3 0.3 -0.28
N 8.854 10.240 14.424 0.1 0.5 -0.6 0.61
C 8.106 9.759 15.427 0.0 -0.6 0.3 -0.57
C 7.836 8.324 15.488 -0.4 0.5 0.1 0.44
N 8.432 7.530 14.606 0.7 0.0 -1.5 0.59
C 8.321 6.221 14.667 0.0 -0.7 0.1 -0.24
C 7.549 5.579 15.656 0.0 0.4 -0.1 -1.42
C 6.820 6.383 16.491 -0.2 0.0 0.7 -0.66
C 6.960 7.797 16.418 -0.4 0.3 1.4 0.55
H 6.432 10.690 18.222 -0.5 0.7 0.9 0.53
H 7.624 12.549 17.249 0.2 0.3 0.2 0.46
H 9.197 13.432 15.430 -0.2 -0.3 0.0 0.44
H 9.786 11.889 13.582 -0.5 -0.3 0.4 0.45
H 8.841 5.604 13.929 0.0 0.5 0.1 0.66
H 7.547 4.492 15.768 -0.1 0.5 -0.2 0.46
H 6.199 5.924 17.269 0.2 0.4 -0.4 0.45
C 12.118 10.648 10.576 -0.4 -0.6 -0.7 -1.36
As 11.022 8.983 10.875 1.6 0.8 -0.2 1.61
C 12.510 7.672 10.654 0.0 0.4 -1.1 -1.33
C 10.115 8.969 9.151 -0.6 -0.1 -0.1 -0.06
C 10.769 8.698 7.952 1.0 0.0 -0.6 -0.60
C 10.169 8.852 6.701 0.2 -0.5 0.7 -0.83
C 8.828 9.153 6.689 -0.3 0.2 -0.1 -0.73
C 8.142 9.395 7.858 0.1 -0.2 1.0 -0.72
C 8.757 9.346 9.115 0.8 -0.1 -0.8 0.34
As 7.994 10.119 10.719 -1.0 1.2 -0.3 0.65
C 8.225 12.008 10.041 0.5 -0.1 1.5 -1.33
C 6.072 10.297 10.230 0.5 0.9 -0.3 -1.47
H 12.176 10.853 9.493 -0.1 -0.1 0.4 0.47
H 13.109 10.397 10.924 0.3 0.2 0.3 0.48
H 11.721 11.520 11.097 0.0 -0.3 0.1 0.20
H 12.983 7.734 9.631 -0.5 0.1 1.1 0.40
H 12.185 6.645 10.809 -0.2 0.1 0.1 0.32
H 13.259 7.930 11.402 0.0 0.0 0.0 0.40
H 11.822 8.400 7.934 -0.3 0.1 0.3 0.20
H 10.715 8.669 5.775 -0.1 0.1 0.3 0.40
H 8.296 9.245 5.768 -0.2 0.0 -0.5 0.44
H 7.097 9.610 7.814 -0.5 0.2 -0.1 0.36
H 7.598 12.102 9.175 -0.3 0.2 -0.3 0.49
H 9.254 12.221 9.762 0.1 0.0 0.1 0.34
H 7.914 12.692 10.870 0.2 -0.4 -0.8 0.37
H 6.026 10.721 9.206 0.0 -0.5 0.5 0.46
H 5.609 11.085 10.851 0.3 -0.6 0.1 0.38
H 5.565 9.360 10.298 -0.4 -0.5 0.1 0.35
O 11.661 10.638 13.743 0.4 0.7 -0.4 -0.60
C 11.992 9.654 14.387 -0.8 -0.8 0.0 0.21
N 11.243 8.536 14.427 -0.2 -0.7 -0.5 0.46
S 11.842 7.381 15.442 0.0 0.3 -0.8 0.95
O 12.203 6.172 14.734 -0.1 0.7 0.4 -0.71
O 10.942 7.260 16.551 -0.2 -0.3 0.6 -0.67
C 13.276 8.342 15.920 0.2 0.5 -0.7 0.15
C 14.383 8.046 16.697 -0.4 0.1 -0.3 -0.65
C 15.375 9.032 16.747 0.4 -0.6 0.9 -0.46
C 15.233 10.264 16.118 0.5 -0.4 0.3 -0.58
C 14.139 10.543 15.327 0.3 0.0 -0.3 -0.57
C 13.199 9.546 15.220 0.0 0.0 0.4 -0.02
H 14.428 7.083 17.195 0.3 0.2 0.0 0.46
H 16.296 8.835 17.333 -0.7 0.2 -0.4 0.34
H 16.037 10.959 16.262 0.2 0.4 -0.2 0.42
H 14.064 11.453 14.732 -0.2 -0.2 0.3 0.48
Cl 9.699 5.353 9.637 -0.5 -0.3 -0.1 -0.13
C 8.110 5.590 10.397 -0.1 -0.1 -0.2 0.75
Cl 7.733 4.304 11.580 0.2 -0.1 -0.2 -0.15
Cl 6.778 5.677 9.205 0.8 -0.3 0.2 -0.13
C 8.150 6.889 11.221 0.2 0.6 0.1 -0.32
O 7.155 7.597 11.177 0.0 0.0 0.5 -0.57
O 9.242 7.103 11.855 -0.8 -1.3 -0.7 -0.75
```
Positions in Å, forces in eV/Å.

**LUMO energy (alpha / beta)**: -1.108 / -1.081 eV
**Molar mass**: 906.79 g mol⁻¹
**Kohn-Sham gap (alpha / beta)**: 6.41 / 7.48 eV
**Energy relative to the best compared isomer or geometry (same formula, charge and spin)**: 9.2 kcal per mole
**Max |F|**: 2.71 eV/Å
**2S+1**: 4
**E_HOMO (alpha / beta)**: -7.52 / -8.56 eV

Record 3
DFT (ωB97M-V/def2-TZVPD) results for a molecular structure, C31H27AsCoFN7O4S4 in a non-equilibrium geometry.

Structure (XYZ):
```
76
Properties=species:S:1:pos:R:3:forces:R:3:mulliken_charge:R:1
Co 1.431 0.953 0.177 0.3 0.7 -0.4 -0.45
C 3.552 1.650 5.000 -1.7 0.1 -2.3 -0.69
S 3.871 2.927 3.755 0.3 0.1 -0.4 -0.15
C 3.100 2.212 2.321 0.0 0.9 -2.2 0.57
S 2.093 0.792 2.329 0.0 -0.1 0.2 -0.49
N 3.313 2.897 1.203 0.5 -0.4 1.9 -1.55
N 2.675 2.417 0.120 -0.4 -0.6 0.4 1.55
C 2.772 3.061 -1.031 -0.6 -0.3 -0.4 -0.86
C 1.964 2.546 -2.079 0.4 -0.6 2.0 0.68
C 1.892 3.110 -3.324 -0.4 0.5 -1.8 -0.94
C 1.143 2.518 -4.315 0.1 0.8 0.4 -0.35
C 0.484 1.309 -4.035 -0.3 -0.1 -0.6 -0.97
C 0.590 0.775 -2.762 -0.6 0.0 -0.3 0.19
N 1.214 1.401 -1.769 1.0 -0.1 0.3 0.80
H 4.160 1.805 5.841 0.7 0.1 1.1 0.39
H 3.675 0.708 4.474 0.4 -0.3 0.4 0.19
H 2.481 1.757 5.153 0.0 -0.3 0.8 0.21
H 3.402 3.942 -1.140 -0.1 -0.1 0.1 0.31
H 2.405 4.046 -3.483 0.1 0.1 -0.1 0.41
H 0.970 3.042 -5.256 0.2 -0.3 0.1 0.34
H -0.146 0.921 -4.837 0.2 -0.5 0.5 0.38
H 0.099 -0.176 -2.511 0.2 0.5 -0.1 -0.05
S 3.123 -1.466 -1.458 0.1 -0.8 -0.1 -0.23
C 3.308 -3.183 -1.489 0.3 1.9 -1.0 0.29
C 3.804 -3.752 -2.693 -0.3 -1.3 0.2 -0.86
C 3.858 -5.134 -2.860 0.7 1.4 -0.8 0.57
C 4.397 -5.654 -4.097 0.0 -0.1 -1.4 -0.06
N 4.763 -5.949 -5.165 -0.4 0.3 1.8 -0.60
C 3.441 -5.942 -1.800 -0.1 -1.1 0.7 0.75
C 3.020 -5.422 -0.604 -0.1 -0.1 0.4 -0.60
C 2.975 -4.007 -0.389 -0.7 -0.8 1.3 -0.17
S 2.466 -3.398 1.121 0.5 -0.4 -0.2 -0.21
C 3.498 -7.371 -1.927 0.0 -1.0 -0.1 -0.16
N 3.530 -8.526 -2.005 0.0 0.9 0.0 -0.58
H 4.097 -3.141 -3.524 0.1 0.4 0.0 0.50
H 2.734 -6.133 0.196 0.2 0.8 -0.5 0.41
C -0.259 -2.480 -0.538 -1.8 -0.9 -0.3 -1.15
As -0.206 -0.749 0.264 -0.6 0.9 -0.6 1.02
C -1.934 0.019 -0.421 0.6 -1.4 0.6 -1.01
C -0.641 -1.076 2.121 0.0 -0.3 0.6 -1.55
C -1.900 -1.801 2.440 -1.1 0.8 -0.8 0.15
C -3.046 -1.027 2.702 -0.2 -0.9 0.6 -0.24
C -4.289 -1.590 2.939 0.6 -0.5 -0.4 -0.73
C -4.434 -2.976 2.834 -0.2 0.7 0.2 -0.34
C -3.339 -3.757 2.527 0.3 -0.2 -0.4 -0.76
C -2.092 -3.159 2.294 0.3 -1.0 0.5 -0.05
H -1.328 -2.829 -0.522 0.8 0.3 0.1 0.41
H 0.326 -3.183 0.034 0.3 -0.1 0.0 0.05
H 0.019 -2.495 -1.585 0.4 0.2 -0.1 0.32
H -2.664 0.004 0.385 0.0 0.3 0.1 0.11
H -2.359 -0.600 -1.206 0.2 -0.1 -0.2 0.52
H -1.675 0.987 -0.770 -0.1 0.9 -0.2 0.39
H -0.734 -0.053 2.477 0.3 0.1 0.3 0.63
H 0.241 -1.536 2.574 0.0 0.1 0.0 0.68
H -2.979 0.022 2.826 0.3 1.0 -0.1 0.41
H -5.118 -0.943 3.170 -0.2 0.0 0.0 0.41
H -5.411 -3.393 3.013 -0.1 -0.3 0.0 0.36
H -3.467 -4.839 2.402 0.2 0.4 0.1 0.36
H -1.223 -3.790 2.086 -0.3 0.1 -0.1 0.37
F -4.683 1.384 0.721 -0.1 0.4 0.1 -0.29
C -4.288 2.592 0.248 0.6 -0.7 0.6 0.11
C -3.086 3.078 0.583 0.5 0.7 -0.1 -0.29
N -2.567 4.258 0.085 -0.1 -0.4 0.3 0.12
C -1.267 4.777 0.647 -0.9 0.2 -0.3 -0.83
C -0.260 3.639 1.030 0.6 1.5 1.6 0.51
O 0.478 3.861 2.006 -0.7 0.3 -0.6 -0.72
O -0.315 2.648 0.308 -0.1 -2.0 -1.3 -0.41
C -3.288 4.987 -0.840 -0.3 -1.6 0.3 0.39
O -2.970 6.057 -1.270 0.4 1.2 -0.5 -0.64
N -4.451 4.332 -1.294 -0.4 0.1 -0.3 -0.05
C -5.087 3.212 -0.743 -1.2 -0.1 -1.3 0.06
O -6.176 2.797 -1.153 1.1 0.7 0.2 -0.69
H -2.418 2.574 1.257 0.0 -0.3 0.2 0.94
H -1.531 5.378 1.517 0.2 0.0 0.1 0.29
H -0.858 5.439 -0.127 0.0 -0.3 0.3 0.33
H -4.874 4.698 -2.156 0.3 0.0 0.9 0.24
```
Positions in Å, forces in eV/Å.

**LUMO energy (alpha / beta)**: 4.131 / 2.374 eV
**Molar mass**: 842.72 g mol⁻¹
**Kohn-Sham gap (alpha / beta)**: 4.80 / 4.86 eV
**Total charge**: -2
**Energy relative to the best compared isomer or geometry (same formula, charge and spin)**: 32.2 kcal per mole
**Max |F|**: 2.84 eV/Å
**2S+1**: 4
**E_HOMO (alpha / beta)**: -0.67 / -2.49 eV